C32H38N4O2PPdS as an isolated structure in a non-equilibrium geometry. Source: the OMol25 dataset; level of theory: ωB97M-V/def2-TZVPD.

Charge = +3
LUMO level (alpha / beta) = -8.08 / -12.25 eV
Calculated total energy = -67428.8256 eV
HOMO-LUMO gap (alpha / beta) = 8.70 / 4.42 eV
⟨S²⟩ = 6.034
M = 680.14 g/mol
Spin multiplicity = 5

Each line ends with the Mulliken spin population.
Geometry (Å):
Pd  -0.807  0.436  0.665  1.24
C  -3.645  1.366  -0.107  -0.01
C  -3.504  -0.084  -0.532  0.01
N  -2.501  -0.827  0.303  0.23
C  -2.993  -1.299  1.655  -0.02
C  -2.023  -1.084  2.822  0.00
N  -1.226  0.166  2.757  0.25
C  -1.772  1.505  3.143  0.01
C  -2.831  2.063  2.174  -0.02
N  -2.493  1.824  0.764  0.29
H  -3.677  1.981  -1.007  0.01
H  -4.593  1.460  0.434  0.00
H  -4.481  -0.578  -0.478  0.01
H  -3.181  -0.119  -1.587  0.00
H  -2.104  -1.617  -0.227  -0.01
H  -3.950  -0.792  1.870  0.00
H  -3.172  -2.384  1.598  0.00
H  -2.599  -1.183  3.767  0.01
H  -1.302  -1.944  2.825  0.01
H  -0.359  0.024  3.270  -0.01
H  -2.228  1.476  4.126  0.01
H  -0.930  2.201  3.180  0.00
H  -3.809  1.591  2.386  0.00
H  -2.959  3.125  2.398  0.00
H  -2.072  2.680  0.375  -0.04
O  3.511  0.084  0.570  0.06
C  2.463  0.682  0.827  -0.04
O  1.549  0.406  1.648  0.18
C  2.241  2.024  0.104  0.09
P  0.476  2.553  -0.036  0.16
C  0.101  2.245  -1.744  0.15
C  -0.856  3.049  -2.430  0.05
C  -1.719  2.436  -3.343  -0.01
C  -1.576  1.077  -3.655  0.11
C  -0.422  0.392  -3.232  -0.01
C  0.446  1.000  -2.336  0.03
C  0.718  4.359  -0.038  0.14
C  0.610  5.142  1.139  0.03
C  0.835  6.521  1.097  0.00
C  1.208  7.164  -0.089  0.06
C  1.334  6.402  -1.261  -0.01
C  1.144  5.005  -1.220  0.04
H  2.752  2.064  -0.852  0.01
H  2.712  2.767  0.772  -0.01
H  -0.932  4.110  -2.181  0.00
H  -2.477  3.063  -3.832  0.00
H  -2.365  0.571  -4.221  0.00
H  -0.140  -0.584  -3.627  0.00
H  1.385  0.528  -2.078  0.01
H  0.261  4.635  2.045  0.01
H  0.701  7.107  2.008  0.00
H  1.376  8.256  -0.069  0.00
H  1.602  6.868  -2.218  0.00
H  1.389  4.428  -2.122  0.00
N  0.226  -1.987  0.245  0.70
S  1.703  -2.418  -0.269  0.11
C  2.389  -3.412  0.999  0.07
C  3.680  -3.121  1.429  -0.01
C  4.271  -3.949  2.391  0.01
C  3.586  -5.072  2.874  0.00
C  2.262  -5.283  2.483  0.00
C  1.647  -4.428  1.556  0.02
C  1.338  -3.543  -1.569  0.05
C  0.145  -3.462  -2.281  0.00
C  -0.154  -4.383  -3.297  0.00
C  0.756  -5.362  -3.680  0.01
C  1.954  -5.444  -2.953  -0.01
C  2.266  -4.526  -1.958  0.03
H  0.365  -1.700  1.207  -0.03
H  4.116  -2.190  1.058  0.00
H  5.286  -3.781  2.713  0.00
H  4.062  -5.760  3.592  0.00
H  1.690  -6.110  2.930  0.00
H  0.603  -4.541  1.249  0.00
H  -0.586  -2.683  -2.007  0.00
H  -1.121  -4.303  -3.796  0.00
H  0.504  -6.062  -4.494  0.00
H  2.710  -6.200  -3.246  0.00
H  3.186  -4.624  -1.376  0.00

C30H33N3O6SSbTl as an isolated structure. Source: the OMol25 dataset; level of theory: ωB97M-V/def2-TZVPD.

Charge = 0
LUMO level = 0.30 eV
Calculated total energy = -70465.8604 eV
HOMO-LUMO gap = 7.14 eV
M = 889.82 g/mol

Each line ends with the Mulliken charge.
Geometry (Å):
Tl  -0.173  0.511  -0.829  1.26
C  0.317  -3.733  -1.453  -1.17
C  -0.956  -3.953  -0.690  0.60
C  -1.480  -5.235  -0.548  -0.63
C  -2.617  -5.421  0.215  -0.57
C  -3.216  -4.317  0.795  -0.89
C  -2.654  -3.058  0.592  0.05
N  -1.544  -2.888  -0.127  0.37
Sb  -3.732  -1.430  1.580  0.82
C  -2.128  -0.785  2.896  0.14
C  -2.398  -0.840  4.258  -0.98
C  -1.435  -0.399  5.151  -0.50
C  -0.243  0.089  4.652  -0.68
C  -0.029  0.103  3.276  0.62
C  1.261  0.611  2.706  -1.12
N  -0.962  -0.335  2.417  0.30
C  -3.819  0.233  0.054  0.52
C  -5.265  0.310  -0.312  -0.87
C  -5.762  1.326  -1.041  -0.76
C  -5.069  2.443  -1.611  -0.86
C  -3.829  2.961  -1.329  1.40
C  -3.304  4.036  -2.246  -1.59
N  -2.994  2.576  -0.340  0.62
H  0.613  -4.632  -1.991  0.41
H  1.118  -3.459  -0.762  0.25
H  0.205  -2.913  -2.162  0.16
H  -0.993  -6.075  -1.027  0.38
H  -3.024  -6.413  0.364  0.40
H  -4.107  -4.420  1.402  0.42
H  -3.347  -1.222  4.611  0.42
H  -1.607  -0.441  6.219  0.40
H  0.526  0.461  5.316  0.38
H  1.909  0.999  3.490  0.41
H  1.058  1.408  1.987  0.14
H  1.782  -0.196  2.185  0.22
H  -5.933  -0.456  0.064  0.30
H  -6.821  1.276  -1.280  0.34
H  -5.608  2.954  -2.398  0.27
H  -4.067  4.330  -2.961  0.45
H  -2.442  3.649  -2.797  0.25
H  -2.976  4.908  -1.687  0.34
O  -2.750  -1.730  -4.134  -0.47
C  -2.351  -0.923  -3.139  0.22
O  -1.309  -0.321  -3.158  -0.54
C  -3.385  -0.882  -2.049  -0.67
O  -2.925  -0.037  -1.039  0.17
C  -3.330  1.577  0.654  -1.52
C  -1.818  3.435  0.073  0.22
O  -2.087  4.574  0.420  -0.69
O  -0.723  2.824  0.034  -0.67
H  -2.072  -1.725  -4.823  0.40
H  -4.327  -0.532  -2.477  0.49
H  -3.549  -1.910  -1.699  0.35
H  -4.122  1.941  1.314  0.14
H  -2.432  1.429  1.251  0.73
C  9.216  0.819  0.851  -1.42
C  7.773  0.886  0.427  0.93
C  7.029  -0.270  0.215  -0.64
C  5.689  -0.203  -0.142  -0.41
C  5.094  1.033  -0.295  0.13
C  5.811  2.202  -0.079  -0.63
C  7.147  2.123  0.271  -0.61
S  3.350  1.140  -0.724  0.38
C  3.622  1.443  -2.492  -0.95
O  2.807  -0.247  -0.626  -0.50
H  9.607  -0.194  0.771  0.35
H  9.319  1.141  1.889  0.31
H  9.833  1.479  0.241  0.36
H  7.502  -1.238  0.335  0.31
H  5.098  -1.098  -0.294  0.42
H  5.325  3.168  -0.181  0.43
H  7.715  3.031  0.437  0.37
H  4.229  0.634  -2.893  0.32
H  4.120  2.405  -2.613  0.40
H  2.641  1.464  -2.966  0.31

C29H34IN7O3RbSSeTe as an isolated structure. Source: the OMol25 dataset; level of theory: ωB97M-V/def2-TZVPD.

Charge = -1
LUMO level = 1.16 eV
Calculated total energy = -139432.3699 eV
HOMO-LUMO gap = 4.83 eV
M = 979.64 g/mol

Each line ends with the Mulliken charge.
Geometry (Å):
Rb  0.286  -0.428  -0.173  0.63
N  -1.076  2.178  1.844  -0.27
C  -2.214  2.250  0.926  -0.32
C  -2.028  3.389  -0.066  -0.89
C  -0.793  3.224  -0.945  -0.48
N  -0.916  2.060  -1.820  -0.16
H  -1.145  1.337  2.414  0.03
H  -1.103  2.972  2.475  0.20
H  -3.176  2.368  1.446  0.31
H  -2.270  1.304  0.383  0.13
H  -1.949  4.337  0.479  0.35
H  -2.920  3.463  -0.697  0.33
H  0.076  3.064  -0.305  0.25
H  -0.618  4.156  -1.502  0.36
H  0.003  1.803  -2.178  -0.02
H  -1.501  2.274  -2.620  0.22
Te  -2.643  -1.102  2.431  -0.18
C  -2.109  -2.943  3.311  -0.29
C  -1.844  -3.224  4.627  -0.22
C  -1.584  -4.597  4.899  -0.47
C  -1.632  -5.373  3.783  -0.52
S  -2.027  -4.415  2.406  -0.14
H  -1.855  -2.454  5.386  0.40
H  -1.363  -4.983  5.885  0.35
H  -1.474  -6.435  3.700  0.39
Se  1.276  -3.628  3.335  0.32
N  2.242  -2.812  4.567  -0.88
C  2.274  -1.533  4.229  0.73
C  2.952  -0.498  4.938  -0.61
C  2.873  0.757  4.432  -0.72
C  2.123  1.002  3.232  -0.44
N  1.489  0.098  2.553  0.30
C  1.559  -1.182  3.031  0.16
N  0.965  -2.182  2.403  -0.04
H  3.500  -0.736  5.840  0.47
H  3.363  1.592  4.914  0.41
H  2.058  2.017  2.852  0.40
C  0.218  0.679  -5.017  -0.74
C  0.367  -0.816  -5.246  -0.65
N  -0.758  -1.401  -5.970  0.32
C  -0.924  -1.031  -7.370  -0.84
C  -2.117  -0.113  -7.598  -1.09
C  -1.576  -2.367  -5.492  0.38
O  -2.377  -2.954  -6.211  -0.67
C  -1.481  -2.725  -4.038  0.44
C  -1.211  -4.036  -3.673  -0.46
C  -1.147  -4.354  -2.327  -0.79
C  -1.383  -3.354  -1.396  0.03
N  -1.690  -2.100  -1.733  -0.31
C  -1.724  -1.801  -3.026  -0.06
H  1.034  1.029  -4.385  0.29
H  -0.721  0.888  -4.502  0.02
H  0.224  1.238  -5.954  0.37
H  0.500  -1.315  -4.291  0.37
H  1.275  -1.012  -5.826  0.23
H  -1.050  -1.943  -7.957  0.43
H  0.000  -0.546  -7.686  0.40
H  -3.032  -0.611  -7.281  0.31
H  -2.208  0.134  -8.657  0.37
H  -2.008  0.815  -7.036  0.26
H  -1.048  -4.784  -4.438  0.48
H  -0.916  -5.357  -1.999  0.43
H  -1.335  -3.564  -0.331  0.11
H  -1.953  -0.768  -3.269  0.33
I  7.710  -1.412  1.354  0.02
C  6.011  -0.929  0.220  -0.08
C  5.747  -1.636  -0.943  -0.51
C  4.609  -1.326  -1.672  -0.32
C  3.764  -0.299  -1.272  0.67
C  4.055  0.401  -0.109  -0.29
C  5.169  0.081  0.655  -0.47
C  2.476  0.000  -2.031  -0.36
O  1.873  -0.998  -2.479  -0.64
O  2.082  1.187  -2.030  -0.75
H  6.409  -2.426  -1.268  0.36
H  4.352  -1.892  -2.559  0.41
H  3.391  1.198  0.203  0.55
H  5.377  0.612  1.575  0.40

C15H26CaN4O2P2 as an isolated structure in a non-equilibrium geometry. Source: the OMol25 dataset; level of theory: ωB97M-V/def2-TZVPD.

Charge = +1
LUMO level (alpha / beta) = -2.82 / -5.61 eV
Calculated total energy = -63038.2349 eV
HOMO-LUMO gap (alpha / beta) = 7.46 / 4.67 eV
⟨S²⟩ = 0.778
M = 396.42 g/mol
Spin multiplicity = 2

Each line ends with the Mulliken spin population.
Geometry (Å):
Ca  -0.004  0.037  0.052  -0.03
P  -0.174  1.973  -1.271  0.00
P  2.263  -0.216  0.619  0.02
N  -1.981  -0.291  -0.518  0.00
N  -0.218  -1.845  0.849  0.39
H  -3.485  -1.595  0.027  0.00
H  -1.820  -2.945  1.560  0.02
H  -2.755  -0.715  1.399  0.00
C  -2.549  -1.213  0.431  0.02
H  -1.578  -3.046  -0.201  0.03
C  -1.546  -2.375  0.675  -0.06
H  -3.659  0.626  -1.185  0.00
H  0.665  -3.362  1.822  0.01
C  -2.602  0.720  -1.074  0.00
C  0.812  -2.404  1.378  0.03
C  -1.913  1.870  -1.564  0.00
C  2.110  -1.801  1.383  0.54
H  -2.462  2.627  -2.127  0.00
H  2.940  -2.291  1.888  -0.02
H  3.204  -0.195  -0.366  0.03
H  2.727  0.731  1.495  0.02
H  0.511  1.974  -2.454  0.00
H  0.145  3.163  -0.697  0.00
H  0.619  -2.876  -1.225  -0.01
C  0.680  -2.325  -2.178  0.01
C  2.122  -2.168  -2.578  0.01
C  -0.204  -2.966  -3.214  0.00
O  0.169  -0.993  -1.947  0.00
H  2.540  -3.157  -2.823  0.00
H  2.210  -1.529  -3.472  0.00
H  2.732  -1.739  -1.779  0.00
H  -1.246  -3.029  -2.886  0.00
H  -0.173  -2.391  -4.159  0.00
H  0.146  -3.985  -3.426  0.00
H  -0.843  -1.019  -1.761  0.00
N  0.863  3.211  6.391  0.00
C  1.083  2.322  5.319  0.00
O  2.142  1.674  5.270  0.00
C  0.053  2.175  4.234  0.00
C  -1.176  2.809  4.234  0.00
C  -2.058  2.663  3.192  0.00
C  -1.669  1.858  2.115  0.00
N  -0.498  1.235  2.085  -0.01
C  0.336  1.368  3.116  0.01
H  1.600  3.268  7.068  0.00
H  0.071  3.750  6.466  0.00
H  -1.487  3.457  5.068  0.00
H  -3.024  3.163  3.185  0.00
H  -2.389  1.772  1.258  0.00
H  1.332  0.828  3.080  -0.01

A 2-piece molecular cluster, CH4S2 overall in a non-equilibrium geometry. Source: the OMol25 dataset; level of theory: ωB97M-V/def2-TZVPD.

Charge = 0
LUMO level = -1.77 eV
Calculated total energy = -22768.8546 eV
HOMO-LUMO gap = 6.43 eV
M = 80.18 g/mol

Each line ends with the Mulliken charge.
Geometry (Å):
C  -0.955  -0.259  0.310  -0.80
S  2.846  0.519  0.022  -0.13
S  1.767  -1.171  0.199  -0.15
H  -0.892  -0.662  1.235  0.37
H  -1.856  -0.554  -0.183  0.26
H  -0.773  0.694  -0.069  0.29
H  3.273  0.412  -1.201  0.16